Record 1
Computed, not measured: C27H21BBr39ClF7NO7S as an isolated structure in a non-equilibrium geometry, with ωB97M-V/def2-TZVPD.

```
105
C27H21BBr39ClF7NO7S (ωB97M-V/def2-TZVPD)
C -2.65 -1.61 -1.77
C -3.39 -0.80 -2.61
C -4.44 0.19 -2.19
C -5.37 0.02 -1.10
C -5.30 -1.29 -0.27
C -6.37 1.02 -0.76
O -7.18 0.78 0.33
B -6.47 1.27 1.48
O -6.74 2.54 1.99
O -5.46 0.52 2.12
C -6.49 2.24 -1.55
S -7.72 3.53 -1.23
O -8.05 4.34 -2.38
O -7.18 4.38 -0.18
C -9.34 2.86 -0.59
F -9.29 2.52 0.73
F -10.20 3.92 -0.64
C -10.00 1.73 -1.46
F -9.43 0.50 -1.32
F -11.30 1.60 -1.01
C -10.10 2.02 -3.01
F -8.92 1.87 -3.65
F -10.66 3.19 -3.32
F -10.92 1.04 -3.52
C -5.55 2.40 -2.63
C -4.55 1.41 -2.97
C -3.73 1.89 -4.18
O -2.73 1.47 -4.67
N -4.47 3.01 -4.69
Cl -5.09 2.90 -6.27
C -5.32 3.54 -3.65
O -5.65 4.68 -3.68
H -2.00 -1.27 -0.94
H -2.67 -2.71 -1.98
H -3.15 -0.85 -3.70
H -4.95 -2.15 -0.89
H -4.54 -1.20 0.55
H -6.28 -1.56 0.18
H -7.09 2.49 2.89
H -4.65 1.02 1.93
C 0.22 -1.30 1.67
Br 1.63 -0.49 0.63
Br -1.37 -0.20 1.70
Br -0.16 -3.10 1.08
H 0.58 -1.36 2.69
C 4.68 -0.11 3.94
Br 2.76 -0.04 4.20
Br 5.20 -1.64 2.88
Br 5.36 1.53 3.18
H 5.13 -0.23 4.92
C 9.53 1.62 2.72
Br 8.50 2.05 1.14
Br 9.38 3.01 4.06
Br 9.07 -0.11 3.43
H 10.57 1.58 2.42
C 7.15 -2.84 -0.42
Br 8.50 -3.96 0.40
Br 7.46 -0.96 -0.10
Br 6.96 -3.20 -2.30
H 6.21 -3.09 0.05
C 3.62 -1.62 8.08
Br 1.70 -1.55 8.27
Br 4.18 -3.15 7.03
Br 4.33 0.03 7.37
H 4.04 -1.75 9.07
C 4.79 4.71 0.31
Br 4.50 2.85 -0.08
Br 3.13 5.70 0.40
Br 5.85 4.95 1.91
H 5.36 5.13 -0.51
C 11.25 -6.48 -1.51
Br 10.55 -6.30 -3.30
Br 11.53 -8.33 -1.03
Br 12.85 -5.43 -1.26
H 10.50 -6.09 -0.83
C 5.81 -2.91 -6.45
Br 6.91 -1.54 -5.64
Br 6.37 -4.68 -5.92
Br 3.94 -2.62 -6.12
H 5.96 -2.84 -7.52
C 6.45 3.77 -3.77
Br 6.12 1.97 -4.38
Br 4.82 4.78 -3.58
Br 7.51 3.80 -2.15
H 7.04 4.27 -4.54
C 10.13 5.59 -5.52
Br 10.80 6.53 -3.97
Br 10.26 3.67 -5.31
Br 8.34 6.15 -5.98
H 10.77 5.86 -6.35
C 1.51 -5.11 9.44
Br 2.33 -6.13 10.87
Br 1.50 -6.09 7.78
Br -0.26 -4.50 9.92
H 2.12 -4.23 9.28
C -0.99 -3.97 5.29
Br -1.30 -5.86 5.05
Br 0.74 -3.44 4.63
Br -2.41 -2.91 4.52
H -1.00 -3.79 6.36
C -12.67 -1.70 -1.53
Br -11.78 -2.72 -0.14
Br -12.74 -2.68 -3.20
Br -14.42 -1.11 -0.97
H -12.07 -0.82 -1.70
```

Properties
HOMO-LUMO gap   7.3 eV
Total energy   -2818869.154 eV
F_max   0.0900 hartree/bohr

---

Record 2
Computed, not measured: C27H21Br2F3N8SSe4Ta as an isolated structure in a non-equilibrium geometry, with ωB97M-V/def2-TZVPD.

```
67
C27H21Br2F3N8SSe4Ta (ωB97M-V/def2-TZVPD)
Ta -0.50 -0.16 -0.15
Br 6.17 0.10 3.13
C 4.49 0.02 2.31
C 3.40 -0.48 3.00
C 2.19 -0.55 2.33
N 2.05 -0.16 1.06
C 3.09 0.33 0.41
C 4.34 0.44 1.00
C 2.83 0.70 -1.01
C 3.83 1.28 -1.79
C 3.57 1.56 -3.12
Br 4.90 2.35 -4.17
C 2.33 1.24 -3.65
C 1.40 0.69 -2.81
N 1.62 0.44 -1.51
H 3.48 -0.81 4.03
H 1.30 -0.93 2.81
H 5.20 0.83 0.47
H 4.80 1.50 -1.38
H 2.11 1.43 -4.69
H 0.42 0.43 -3.19
Se -2.94 -0.80 -0.31
Se -1.92 -1.78 -2.22
Se -0.75 -3.58 -1.32
Se 0.83 -2.36 -0.08
F -2.59 -3.92 6.34
C -3.26 -2.88 5.81
F -3.43 -1.96 6.76
F -4.47 -3.33 5.44
C -2.53 -2.32 4.61
C -2.10 -3.18 3.61
C -1.48 -2.64 2.51
N -1.27 -1.33 2.36
C -1.67 -0.51 3.34
C -2.29 -0.97 4.49
H -2.26 -4.25 3.69
H -1.12 -3.27 1.71
H -1.48 0.54 3.19
H -2.59 -0.27 5.26
S -0.36 1.57 1.25
C 0.54 3.41 -1.41
C -0.71 2.83 -1.97
N -1.17 1.59 -1.85
C -2.35 1.53 -2.58
C -2.59 2.73 -3.15
N -1.55 3.55 -2.76
C -1.33 4.91 -3.23
N -0.11 5.00 -4.00
N 0.88 5.84 -3.60
N 1.90 5.68 -4.34
C 1.62 4.68 -5.26
C 2.42 4.10 -6.26
C 1.88 3.06 -6.98
C 0.57 2.60 -6.74
C -0.24 3.17 -5.78
C 0.32 4.22 -5.04
H 0.88 2.80 -0.58
H 0.37 4.43 -1.05
H 1.32 3.46 -2.17
H -2.94 0.64 -2.66
H -3.40 3.07 -3.78
H -1.22 5.60 -2.40
H -2.19 5.19 -3.83
H 3.42 4.48 -6.44
H 2.48 2.58 -7.75
H 0.18 1.79 -7.34
H -1.25 2.82 -5.62
```

Properties
Charge   +1
HOMO-LUMO gap   7.1 eV
Total energy   -462268.752 eV
F_max   0.0531 hartree/bohr

---

Record 3
Computed, not measured: C27H21Cl2N5O2PtSTe as an isolated structure, with ωB97M-V/def2-TZVPD.

```
60
C27H21Cl2N5O2PtSTe (ωB97M-V/def2-TZVPD)
Pt -0.38 0.08 -0.33
Cl 6.37 1.74 0.41
C 4.91 1.12 -0.18
C 3.73 1.44 0.45
C 2.51 0.95 -0.04
N 1.29 1.19 0.51
C 1.10 1.95 1.65
O 1.93 2.62 2.21
C -0.31 1.91 2.18
C -0.63 2.66 3.31
C -1.93 2.63 3.78
C -2.87 1.86 3.10
C -2.47 1.15 1.99
N -1.21 1.17 1.54
C 2.51 0.08 -1.22
C 3.74 -0.24 -1.84
C 4.91 0.27 -1.34
Cl 6.38 -0.11 -2.10
N 1.30 -0.36 -1.63
C 1.10 -1.13 -2.76
O 1.94 -1.52 -3.53
C -0.35 -1.48 -3.01
C -0.68 -2.24 -4.12
C -2.01 -2.50 -4.37
C -2.97 -1.97 -3.52
C -2.56 -1.22 -2.44
N -1.27 -0.99 -2.17
H 3.75 2.08 1.31
H 0.15 3.23 3.78
H -2.21 3.19 4.66
H -3.90 1.82 3.43
H -3.18 0.54 1.43
H 3.76 -0.87 -2.70
H 0.12 -2.60 -4.75
H -2.30 -3.10 -5.22
H -4.03 -2.13 -3.69
H -3.28 -0.77 -1.77
S -2.90 -3.10 2.11
C -2.53 -2.06 0.82
N -1.30 -1.64 0.75
C -0.53 -2.18 1.79
C 0.84 -1.98 2.00
C 1.42 -2.61 3.07
C 0.68 -3.43 3.93
C -0.66 -3.65 3.73
C -1.26 -3.01 2.64
H -3.29 -1.77 0.12
H 1.43 -1.37 1.33
H 2.48 -2.48 3.26
H 1.17 -3.91 4.77
H -1.23 -4.30 4.38
C -0.70 2.22 -3.30
Te -1.85 2.14 -1.53
C -0.90 3.79 -0.63
H 0.35 2.26 -3.04
H -1.01 3.11 -3.84
H -0.92 1.33 -3.89
H -1.26 4.69 -1.14
H 0.17 3.69 -0.74
H -1.18 3.83 0.42
```

Properties
Multiplicity   5
Charge   +2
<S²>   6.035
HOMO-LUMO gap (spin up / spin down)   7.6 / 5.5 eV
Total energy   -86289.800 eV
F_max   0.0072 hartree/bohr

---

Record 4
Computed, not measured: C27H21Cl4FeN4O4S as an isolated structure in a non-equilibrium geometry, with ωB97M-V/def2-TZVPD.

```
62
C27H21Cl4FeN4O4S (ωB97M-V/def2-TZVPD)
Fe -0.49 -1.36 0.57
C -2.16 -1.55 3.18
O -1.08 -0.77 2.65
C -0.97 0.53 3.01
C -0.76 0.99 4.30
C -0.47 2.41 4.46
C -0.32 3.19 3.36
C -0.45 2.70 2.08
C -0.76 1.37 1.87
N -1.06 0.70 0.63
N -1.56 1.49 -0.30
C -2.30 0.86 -1.24
C -2.77 -0.44 -1.09
O -2.28 -1.35 -0.27
C -3.85 -0.86 -1.97
C -4.18 -0.14 -3.06
C -3.76 1.23 -3.17
C -4.29 1.96 -4.25
C -3.78 3.20 -4.51
C -2.81 3.74 -3.63
C -2.40 3.05 -2.50
C -2.75 1.70 -2.31
H -3.08 -1.13 2.79
H -2.06 -2.60 2.87
H -2.19 -1.46 4.32
H -0.79 0.32 5.20
H -0.51 2.88 5.48
H -0.12 4.34 3.47
H -0.28 3.41 1.22
H -4.15 -1.86 -1.86
H -4.84 -0.57 -3.82
H -5.11 1.58 -4.88
H -4.16 3.68 -5.38
H -2.42 4.81 -3.76
H -1.60 3.50 -1.82
Cl 2.24 -7.22 2.62
C 2.09 -5.59 2.09
C 3.15 -4.69 2.19
Cl 4.72 -5.18 2.79
C 2.92 -3.33 1.87
Cl 4.24 -2.23 2.13
C 1.59 -2.79 1.64
O 1.37 -1.52 1.53
C 0.63 -3.84 1.26
O -0.45 -3.41 0.76
C 0.85 -5.17 1.57
Cl -0.42 -6.28 1.28
S 0.85 -1.01 -1.70
C 2.29 -0.07 -1.44
N 3.50 -0.62 -1.35
C 4.75 0.14 -1.28
C 4.55 1.38 -2.09
C 3.36 2.18 -1.46
N 2.24 1.26 -1.41
H 3.57 -1.62 -1.54
H 5.54 -0.52 -1.65
H 4.95 0.38 -0.23
H 4.50 1.11 -3.12
H 5.50 1.97 -1.98
H 3.10 3.04 -2.09
H 3.57 2.37 -0.39
H 1.35 1.69 -1.62
```

Properties
Multiplicity   5
Charge   -1
<S²>   6.024
HOMO-LUMO gap (spin up / spin down)   5.1 / 5.1 eV
Total energy   -137804.171 eV
F_max   0.0757 hartree/bohr